# 1
The following is a quantum chemistry calculation of C12H36K3O16P as an isolated structure at a distorted geometry, from the Open Molecules 2025 dataset.

Cartesian coordinates (Å):
K: -2.221 -1.842 2.066
K: 0.444 0.461 -3.042
K: 2.517 -1.060 2.375
P: 0.168 -0.645 -0.026
O: -0.528 -1.247 -1.323
O: -0.697 0.600 0.370
O: 1.603 -0.155 -0.447
O: 0.201 -1.460 1.313
C: -3.348 2.747 -0.373
C: -2.470 3.005 -1.626
O: -1.072 2.756 -1.358
O: -3.363 1.417 0.127
H: -4.397 3.034 -0.447
H: -2.766 3.330 0.340
H: -2.511 4.056 -1.911
H: -2.831 2.460 -2.498
H: -0.938 2.163 -0.615
H: -2.527 0.967 -0.012
C: 1.216 -4.316 0.039
C: 1.958 -3.682 -1.074
O: 1.089 -3.173 -2.116
O: 1.448 -3.694 1.310
H: 1.506 -5.367 0.039
H: 0.162 -4.213 -0.219
H: 2.613 -4.386 -1.587
H: 2.489 -2.854 -0.606
H: 0.433 -2.541 -1.815
H: 0.897 -2.908 1.279
C: 4.306 -1.283 -2.096
C: 4.840 -0.127 -1.135
O: 4.175 -0.069 0.101
O: 3.023 -1.068 -2.577
H: 4.291 -2.223 -1.543
H: 5.070 -1.327 -2.872
H: 4.696 0.865 -1.562
H: 5.916 -0.299 -1.110
H: 3.245 0.005 -0.122
H: 2.460 -0.870 -1.824
C: 1.633 2.853 1.462
C: 2.561 2.988 0.175
O: 2.089 2.364 -1.031
O: 1.403 1.492 1.785
H: 0.583 3.114 1.326
H: 2.089 3.481 2.228
H: 3.470 2.491 0.513
H: 2.600 4.049 -0.072
H: 1.757 1.536 -0.675
H: 0.837 1.004 1.181
C: -3.577 -1.261 -2.593
C: -3.338 -2.579 -1.868
O: -2.676 -2.373 -0.689
O: -2.313 -0.916 -3.139
H: -3.777 -0.414 -1.938
H: -4.267 -1.321 -3.435
H: -2.606 -3.225 -2.353
H: -4.287 -3.111 -1.800
H: -1.849 -1.947 -0.927
H: -1.683 -0.925 -2.414
C: -1.854 1.930 3.551
C: -2.651 1.612 4.918
O: -1.736 0.973 5.785
O: -1.427 0.799 2.837
H: -1.007 2.598 3.712
H: -2.537 2.386 2.834
H: -3.577 1.120 4.619
H: -2.879 2.576 5.371
H: -1.001 0.664 5.250
H: -1.078 0.988 1.962

Its LUMO energy is -0.35 eV. The value obtained for the frontier orbital gap is 8.61 eV. The value obtained for the HOMO energy is -8.96 eV.


# 2
The following is a quantum chemistry calculation of C12H36KO12 as an isolated structure at a distorted geometry, from the Open Molecules 2025 dataset.

Cartesian coordinates (Å):
K: -0.081 0.646 0.460
C: 2.989 -1.019 -0.801
C: 3.569 -2.074 -1.693
O: 3.047 -1.821 -2.997
O: 3.313 0.290 -1.233
H: 3.340 -1.187 0.218
H: 1.895 -1.153 -0.817
H: 3.269 -3.063 -1.334
H: 4.662 -2.006 -1.683
H: 3.685 -2.113 -3.654
H: 3.660 0.216 -2.129
C: 1.246 2.744 -2.433
C: 1.640 2.649 -3.889
O: 0.469 2.361 -4.635
O: 0.600 1.567 -1.954
H: 0.568 3.590 -2.305
H: 2.147 2.949 -1.842
H: 2.395 1.857 -4.023
H: 2.092 3.596 -4.201
H: 0.627 2.545 -5.565
H: 0.964 0.839 -2.472
C: -2.456 3.153 -0.219
C: -1.523 4.104 0.488
O: -0.521 3.406 1.239
O: -2.859 2.087 0.624
H: -2.084 2.805 -1.194
H: -3.335 3.757 -0.493
H: -2.114 4.706 1.181
H: -1.046 4.735 -0.260
H: 0.293 3.918 1.256
H: -3.505 1.571 0.133
C: -2.165 -3.272 -1.502
C: -2.244 -1.806 -1.814
O: -1.002 -1.152 -1.602
O: -2.053 -3.425 -0.090
H: -1.292 -3.703 -2.003
H: -3.065 -3.770 -1.879
H: -2.950 -1.287 -1.167
H: -2.581 -1.649 -2.843
H: -0.395 -1.303 -2.332
H: -2.102 -4.363 0.118
C: 0.905 -2.656 1.621
C: 0.566 -3.619 2.736
O: 1.781 -4.113 3.253
O: -0.217 -1.889 1.218
H: 1.325 -3.212 0.772
H: 1.688 -1.968 1.950
H: -0.030 -4.440 2.307
H: -0.036 -3.107 3.491
H: 1.608 -4.595 4.066
H: -0.856 -2.504 0.818
C: -1.070 0.705 4.353
C: -2.306 1.359 3.801
O: -2.110 2.752 3.647
O: -0.066 0.738 3.328
H: -1.213 -0.307 4.749
H: -0.725 1.303 5.206
H: -3.109 1.215 4.523
H: -2.568 0.907 2.838
H: -1.462 2.886 2.941
H: 0.802 0.620 3.724

Its LUMO energy is -2.11 eV. As for the total charge: +1. The value obtained for the frontier orbital gap is 9.98 eV. The value obtained for the HOMO energy is -12.10 eV.